52
Properties=species:S:1:pos:R:3:nbo_charge:R:1 method="wB97M-V/def2-TZVPD" homo_lumo_gap_ev="6.94 / 7.20" total_charge=-1 multiplicity=5 homo_ev="-4.9030 / -5.1538"
Cr 1.49 -1.89 -0.65 1.116
C 3.80 -2.46 2.86 -0.676
C 3.21 -2.06 1.55 0.270
N 2.04 -2.44 1.14 -0.234
O 1.35 -3.29 1.99 -0.563
C 3.91 -1.24 0.60 0.004
C 5.23 -0.59 0.83 -0.661
N 3.24 -1.12 -0.54 -0.061
O 3.69 -0.42 -1.49 -0.522
H 3.18 -3.22 3.33 0.251
H 3.87 -1.61 3.53 0.231
H 4.81 -2.85 2.70 0.227
H 0.61 -3.62 1.46 0.504
H 5.19 0.10 1.67 0.207
H 5.49 -0.03 -0.07 0.260
H 6.01 -1.32 1.03 0.208
I -5.11 1.90 2.07 0.097
C -3.88 0.31 1.42 -0.130
C -4.44 -0.92 1.13 -0.266
C -3.61 -1.96 0.74 -0.156
C -2.24 -1.77 0.63 -0.157
C -1.70 -0.52 0.91 -0.128
C -2.51 0.53 1.31 -0.267
C -1.34 -2.94 0.26 0.792
O -1.66 -4.06 0.62 -0.668
O -0.27 -2.65 -0.37 -0.819
H -5.51 -1.07 1.22 0.219
H -4.02 -2.94 0.53 0.234
H -0.63 -0.37 0.83 0.215
H -2.09 1.49 1.54 0.227
O 1.28 -2.19 -4.67 -0.818
Cl 0.93 -2.41 -3.31 2.569
O 1.94 -3.20 -2.65 -0.854
O -0.34 -3.03 -3.20 -0.811
O 0.88 -1.12 -2.61 -0.887
C -0.76 1.39 -1.93 -0.654
Te 1.29 1.35 -1.24 0.535
C 0.75 3.30 -0.38 -0.691
C -0.72 3.53 -0.63 0.049
C -1.36 4.65 -0.11 -0.237
C -2.71 4.85 -0.33 -0.221
C -3.44 3.93 -1.07 -0.217
C -2.81 2.82 -1.59 -0.194
C -1.45 2.60 -1.37 -0.062
H -1.26 0.47 -1.63 0.240
H -0.75 1.41 -3.02 0.235
H 1.33 4.09 -0.85 0.217
H 0.96 3.34 0.69 0.217
H -0.79 5.37 0.46 0.202
H -3.21 5.72 0.09 0.205
H -4.50 4.08 -1.23 0.209
H -3.37 2.10 -2.17 0.213

56
Properties=species:S:1:pos:R:3:nbo_charge:R:1 method="wB97M-V/def2-TZVPD" homo_lumo_gap_ev="6.62 / 6.62" total_charge=-1 multiplicity=1 homo_ev="-5.8419 / -5.8443"
Ru 0.03 0.15 -0.70 0.762
C 2.76 1.70 -3.80 -0.610
C 1.89 2.45 -2.79 0.142
C 2.07 3.96 -2.89 -0.629
O 2.26 1.98 -1.52 -0.732
C 0.42 2.09 -3.11 0.784
O -0.16 2.63 -4.03 -0.642
O -0.13 1.17 -2.37 -0.721
H 3.80 2.00 -3.66 0.206
H 2.45 1.93 -4.82 0.215
H 2.68 0.63 -3.63 0.222
H 3.13 4.20 -2.80 0.201
H 1.53 4.46 -2.09 0.229
H 1.69 4.32 -3.84 0.233
H 2.14 2.67 -0.85 0.506
S 1.47 -1.53 -1.44 0.135
C 2.45 -1.42 -0.05 -0.244
S 2.05 0.07 0.71 0.223
C 3.32 -2.38 0.42 -0.474
C 3.99 -2.21 1.65 0.303
N 4.54 -2.08 2.66 -0.354
C 3.50 -3.61 -0.29 0.303
N 3.64 -4.60 -0.85 -0.355
Cl -3.02 1.09 -0.68 0.024
C -3.36 -0.57 -0.29 0.074
C -4.44 -0.87 0.52 -0.262
C -4.67 -2.18 0.89 -0.219
C -3.82 -3.18 0.44 -0.221
C -2.74 -2.86 -0.37 -0.200
C -2.48 -1.55 -0.76 -0.092
C -1.31 -1.20 -1.60 -0.480
H -5.09 -0.07 0.86 0.225
H -5.51 -2.43 1.52 0.211
H -3.99 -4.21 0.73 0.210
H -2.07 -3.64 -0.71 0.214
H -1.61 -0.56 -2.43 0.254
H -0.86 -2.11 -1.97 0.213
C -0.29 -2.88 3.94 -0.397
N -0.62 -1.83 2.99 -0.324
C -1.31 -0.68 3.24 -0.090
C -1.30 0.03 2.08 -0.061
N -0.60 -0.68 1.14 -0.454
C -0.20 -1.79 1.72 0.228
H -1.20 -3.28 4.39 0.206
H 0.36 -2.48 4.73 0.218
H 0.24 -3.67 3.42 0.222
H -1.73 -0.46 4.21 0.223
H -1.70 1.01 1.87 0.258
H 0.37 -2.57 1.25 0.228
F -0.07 2.23 0.39 -0.614
P 0.20 3.61 1.31 2.616
F 0.48 4.92 2.18 -0.576
F -1.35 3.58 1.72 -0.584
F -0.14 4.48 0.00 -0.580
F 0.56 2.65 2.55 -0.582
F 1.76 3.55 0.83 -0.594

53
Properties=species:S:1:pos:R:3:nbo_charge:R:1 method="wB97M-V/def2-TZVPD" homo_lumo_gap_ev="6.96 / 7.52" total_charge=0 multiplicity=2 homo_ev="-7.3251 / -7.8928"
Rh -1.94 0.62 -1.28 1.007
C 4.02 1.73 3.14 -0.623
C 3.81 0.29 2.67 -0.026
C 5.10 -0.39 2.22 -0.404
C 5.67 0.30 0.99 -0.431
C 4.63 0.45 -0.08 -0.031
C 4.98 0.60 -1.40 -0.233
C 4.00 0.71 -2.39 0.391
F 4.42 0.86 -3.66 -0.315
C 2.67 0.66 -2.10 -0.230
C 2.28 0.51 -0.75 -0.140
C 0.85 0.47 -0.43 0.513
O 0.05 0.61 -1.40 -0.623
C 0.52 0.26 0.93 -0.322
C 1.53 0.18 1.85 0.160
N 2.84 0.26 1.57 -0.356
C 3.25 0.41 0.25 0.226
C -0.89 0.09 1.48 0.791
O -1.02 -0.43 2.57 -0.662
O -1.86 0.56 0.78 -0.762
H 4.76 1.77 3.93 0.222
H 3.08 2.14 3.53 0.226
H 4.35 2.37 2.32 0.214
H 3.37 -0.29 3.48 0.219
H 4.88 -1.43 1.99 0.219
H 5.81 -0.37 3.05 0.225
H 6.51 -0.28 0.60 0.232
H 6.07 1.28 1.26 0.222
H 6.02 0.62 -1.69 0.231
H 1.92 0.73 -2.87 0.262
H 1.26 0.03 2.89 0.246
O -5.25 0.75 -3.26 -0.816
Cl -4.37 1.56 -2.46 1.855
O -3.04 1.67 -3.12 -0.874
O -3.10 3.67 -0.21 -0.448
O -3.97 0.76 -1.19 -0.863
S -0.72 3.66 -1.52 0.024
C -2.09 3.65 -0.76 0.434
C -4.83 -2.73 -2.63 -0.415
N -4.61 -2.40 -1.24 -0.401
C -5.75 -2.11 -0.37 -0.217
C -5.07 -1.65 0.94 -0.225
N -3.67 -1.58 0.56 -0.587
C -3.48 -1.95 -0.70 0.384
S -1.98 -1.84 -1.53 -0.248
H -5.48 -3.60 -2.69 0.196
H -3.87 -2.95 -3.09 0.242
H -5.29 -1.88 -3.15 0.221
H -6.37 -3.00 -0.24 0.201
H -6.35 -1.32 -0.82 0.207
H -5.21 -2.38 1.75 0.199
H -5.44 -0.68 1.27 0.217
H -3.01 -0.94 1.00 0.460

46
Properties=species:S:1:pos:R:3:nbo_charge:R:1 method="wB97M-V/def2-TZVPD" homo_lumo_gap_ev=8.35 total_charge=0 multiplicity=1 homo_ev=-8.0398 smiles="CCn1c(-c2ccccc2Cl)nn(CC(=O)Nc2ccccc2OC)c1=S"
C -1.76 0.23 2.78 -0.616
C -2.12 1.52 2.06 -0.224
N -1.56 1.55 0.74 -0.385
C -1.88 0.78 -0.35 0.340
C -3.03 -0.12 -0.41 -0.143
C -4.32 0.36 -0.18 -0.118
C -5.41 -0.49 -0.24 -0.232
C -5.22 -1.83 -0.54 -0.181
C -3.95 -2.32 -0.78 -0.228
C -2.86 -1.47 -0.72 0.001
Cl -1.28 -2.10 -1.00 0.037
N -1.04 0.97 -1.32 -0.247
N -0.15 1.88 -0.87 -0.235
C 0.96 2.31 -1.67 -0.315
C 2.27 1.52 -1.47 0.683
O 3.28 1.89 -2.03 -0.604
N 2.15 0.44 -0.67 -0.621
C 3.15 -0.44 -0.24 0.178
C 4.48 -0.35 -0.62 -0.236
C 5.40 -1.27 -0.14 -0.222
C 4.99 -2.28 0.72 -0.209
C 3.66 -2.38 1.10 -0.294
C 2.73 -1.47 0.63 0.262
O 1.39 -1.47 0.95 -0.521
C 0.91 -2.52 1.76 -0.249
C -0.42 2.25 0.41 0.222
S 0.41 3.31 1.34 -0.244
H -2.18 -0.63 2.27 0.205
H -2.15 0.25 3.80 0.222
H -0.68 0.12 2.83 0.223
H -3.21 1.63 2.00 0.205
H -1.70 2.38 2.59 0.254
H -4.46 1.41 0.02 0.214
H -6.40 -0.10 -0.07 0.222
H -6.07 -2.49 -0.59 0.223
H -3.80 -3.37 -1.01 0.233
H 0.68 2.24 -2.72 0.249
H 1.18 3.36 -1.43 0.264
H 1.24 0.21 -0.30 0.422
H 4.78 0.44 -1.28 0.256
H 6.43 -1.19 -0.43 0.215
H 5.70 -2.99 1.09 0.213
H 3.37 -3.17 1.77 0.219
H 1.35 -2.49 2.76 0.180
H 1.10 -3.49 1.30 0.182
H -0.16 -2.36 1.83 0.200

48
Properties=species:S:1:pos:R:3:nbo_charge:R:1 method="wB97M-V/def2-TZVPD" homo_lumo_gap_ev=8.86 total_charge=0 multiplicity=1 homo_ev=-8.5107 smiles="C[C@@H](c1nnc(SCC(=O)Nc2sccc2C#N)n1-c1ccc(Cl)cc1)N(C)C"
C -0.82 -2.66 2.19 -0.606
C -0.74 -1.98 0.83 -0.102
C -0.38 -0.53 1.01 0.393
N 0.76 -0.09 1.45 -0.313
N 0.71 1.25 1.50 -0.326
C -0.47 1.62 1.08 0.153
S -1.00 3.25 0.83 0.292
C 0.60 3.95 0.27 -0.598
C 1.24 2.94 -0.66 0.682
O 0.74 2.60 -1.72 -0.598
N 2.41 2.41 -0.22 -0.594
C 2.98 1.33 -0.85 0.052
S 2.31 0.69 -2.30 0.519
C 3.51 -0.56 -2.31 -0.443
C 4.36 -0.49 -1.27 -0.187
C 4.06 0.60 -0.41 -0.286
C 4.78 0.94 0.75 0.277
N 5.36 1.24 1.69 -0.315
N -1.22 0.52 0.75 -0.412
C -2.55 0.55 0.29 0.111
C -3.55 1.01 1.13 -0.152
C -4.86 1.05 0.69 -0.235
C -5.15 0.63 -0.60 -0.035
Cl -6.79 0.67 -1.16 0.024
C -4.15 0.18 -1.45 -0.209
C -2.85 0.14 -1.01 -0.195
N 0.15 -2.69 -0.08 -0.429
C 0.04 -2.21 -1.44 -0.416
C 1.53 -2.76 0.36 -0.426
H -0.92 -3.73 2.05 0.223
H 0.08 -2.46 2.77 0.223
H -1.68 -2.29 2.74 0.212
H -1.74 -2.01 0.37 0.212
H 1.22 4.16 1.14 0.234
H 0.34 4.86 -0.26 0.261
H 2.74 2.61 0.72 0.439
H 3.51 -1.28 -3.11 0.238
H 5.17 -1.17 -1.08 0.234
H -3.31 1.34 2.13 0.225
H -5.65 1.40 1.33 0.235
H -4.39 -0.13 -2.46 0.234
H -2.05 -0.18 -1.66 0.238
H 0.66 -2.84 -2.08 0.205
H -1.00 -2.31 -1.78 0.190
H 0.36 -1.17 -1.57 0.169
H 2.09 -3.34 -0.38 0.196
H 1.58 -3.28 1.31 0.201
H 2.00 -1.78 0.46 0.202